[1]
A structure of composition C18H82CrN2O25. Source: the OMol25 dataset; level of theory: ωB97M-V/def2-TZVPD.

The geometry in XYZ format:
```
128
Properties=species:S:1:pos:R:3:lowdin_spin:R:1
Cr 0.126 2.604 -2.313 3.7623
C -1.770 -0.876 -1.432 0.0000
C -0.639 -1.179 -0.329 0.0021
C -0.362 -2.715 -0.428 0.0006
C 1.000 -3.102 0.246 0.0000
C 2.067 -2.243 -0.310 0.0007
C 1.850 -0.725 -0.128 0.0021
N 0.525 -0.337 -0.662 0.0144
O 0.343 1.054 -0.878 0.0740
C 2.941 -0.069 -1.023 -0.0003
C 2.049 -0.295 1.380 0.0005
C -1.168 -0.804 1.041 0.0003
H -1.485 -1.015 -2.474 0.0000
H -2.199 0.126 -1.407 -0.0001
H -2.676 -1.451 -1.241 0.0000
H -0.488 -3.049 -1.458 0.0000
H -1.148 -3.315 0.030 0.0001
H 1.315 -4.133 0.083 0.0000
H 0.880 -3.169 1.327 0.0000
H 2.271 -2.419 -1.366 0.0001
H 2.982 -2.625 0.142 0.0001
H 2.986 -0.367 -2.071 0.0000
H 3.956 -0.291 -0.694 0.0000
H 2.839 1.014 -1.089 -0.0002
H 1.455 0.590 1.610 0.0003
H 3.078 0.044 1.500 0.0000
H 1.869 -1.059 2.136 0.0000
H -2.061 -1.315 1.401 0.0000
H -1.497 0.233 1.103 0.0001
H -0.432 -1.026 1.815 0.0000
C -1.397 2.923 2.074 0.0003
C -2.441 3.596 1.093 0.0012
C -3.477 4.496 1.870 -0.0004
C -2.939 5.885 2.308 0.0000
C -2.298 6.670 1.071 -0.0004
C -1.267 5.754 0.262 0.0010
N -1.897 4.413 -0.045 -0.0048
O -1.440 3.702 -1.216 0.0204
C 0.069 5.648 1.067 0.0002
C -1.113 6.609 -1.036 0.0002
C -3.438 2.493 0.660 0.0003
H -1.933 2.348 2.830 0.0000
H -0.946 3.645 2.755 0.0000
H -0.714 2.339 1.457 0.0002
H -3.884 3.983 2.741 -0.0001
H -4.250 4.740 1.142 0.0000
H -2.182 5.740 3.079 0.0000
H -3.699 6.578 2.669 0.0000
H -1.888 7.608 1.444 0.0000
H -3.210 6.771 0.482 0.0000
H -0.043 5.438 2.131 0.0000
H 0.608 6.588 0.957 0.0000
H 0.681 4.826 0.695 0.0001
H -0.626 7.583 -0.983 0.0000
H -1.939 6.742 -1.734 0.0000
H -0.414 6.056 -1.664 0.0008
H -3.855 2.013 1.545 0.0000
H -2.980 1.682 0.094 0.0000
H -4.172 2.797 -0.087 0.0000
O 0.671 -0.667 -3.906 0.0005
H 0.755 -1.319 -3.210 0.0001
H 0.340 -1.160 -4.657 0.0001
O -5.059 -2.994 -0.124 0.0000
H -5.748 -3.628 0.072 0.0000
H -5.401 -2.488 -0.861 0.0000
O 1.468 1.725 -3.587 0.0420
H 1.342 0.797 -3.787 0.0022
H 2.225 1.983 -4.113 0.0031
O 3.974 -4.471 2.008 0.0000
H 4.125 -4.244 2.926 0.0000
H 3.468 -5.283 2.042 0.0000
O -2.787 -4.494 -1.443 0.0000
H -3.512 -3.940 -1.156 0.0000
H -2.499 -4.104 -2.268 0.0000
O -2.894 -0.198 -4.741 0.0002
H -3.260 0.093 -5.576 0.0000
H -3.440 0.227 -4.079 0.0001
O 5.229 -4.469 -0.600 0.0000
H 4.535 -4.526 0.056 0.0000
H 4.775 -4.556 -1.438 0.0000
O 0.689 -6.569 0.414 0.0000
H 0.811 -6.320 -0.502 0.0000
H 0.051 -7.282 0.386 0.0000
O 3.096 2.845 0.636 0.0005
H 2.480 2.525 1.295 0.0000
H 3.938 2.466 0.891 0.0000
O 5.371 1.474 1.553 0.0000
H 5.312 0.526 1.429 0.0000
H 6.284 1.628 1.795 0.0000
O 4.546 3.632 -1.581 0.0002
H 4.084 3.361 -0.788 0.0000
H 5.299 3.043 -1.634 0.0000
O 0.083 0.610 3.630 0.0000
H -0.563 1.115 3.136 0.0000
H 0.848 0.574 3.057 0.0000
O 5.302 -1.175 1.869 0.0000
H 6.036 -1.654 1.484 0.0000
H 4.595 -1.819 1.918 0.0000
O -2.065 -3.014 -3.961 0.0000
H -2.979 -3.217 -3.763 0.0000
H -2.091 -2.133 -4.335 0.0000
O -0.707 -2.292 4.468 0.0000
H -1.586 -2.423 4.111 0.0000
H -0.447 -1.427 4.153 0.0000
O 2.705 -6.821 2.254 0.0000
H 1.954 -6.376 1.862 0.0000
H 2.643 -6.619 3.188 0.0000
O 1.583 3.651 -1.322 0.0326
H 1.929 4.509 -1.567 0.0051
H 2.107 3.388 -0.565 0.0015
O -4.880 -0.529 1.163 0.0000
H -3.983 -0.379 1.461 0.0000
H -4.795 -1.171 0.458 0.0000
O -3.049 -0.210 3.924 0.0000
H -3.383 -1.105 3.989 0.0000
H -2.624 -0.050 4.767 0.0000
O -2.677 -5.864 1.044 0.0000
H -2.148 -6.636 0.842 0.0000
H -2.307 -5.169 0.500 0.0000
O -1.462 1.589 -3.249 0.0317
H -1.563 0.799 -3.780 0.0011
H -2.356 1.902 -3.112 0.0024
O 4.811 -1.287 -3.517 0.0000
H 5.528 -1.865 -3.254 0.0000
H 4.529 -0.869 -2.704 0.0000
O -0.112 -5.491 -1.972 0.0000
H -0.997 -5.255 -1.696 0.0000
H 0.330 -4.652 -2.103 0.0000
```

Net charge = 0
DFT total energy = -102582.353 eV
Highest occupied orbital energy (spin up / spin down) = -5.6 / -5.7 eV
Spin multiplicity = 5
F_max = 0.0715 hartree/bohr
Frontier orbital gap (spin up / spin down) = 4.8965 / 4.9606 eV

***

[2]
A structure of composition C18H8CdCl2N5O5. Source: the OMol25 dataset; level of theory: ωB97M-V/def2-TZVPD.

The geometry in XYZ format:
```
39
Properties=species:S:1:pos:R:3:mulliken_charge:R:1
Cd 0.129 1.623 -1.248 1.4185
Cl 1.753 -2.504 1.153 -0.2183
C 1.086 -1.083 1.880 0.4160
C 0.938 -1.038 3.264 -0.6614
C 0.433 0.080 3.875 0.7218
Cl 0.312 0.128 5.610 -0.2897
C 0.012 1.186 3.113 0.1605
C -0.550 2.363 3.654 -0.7491
C -0.973 3.362 2.823 -0.6022
C -0.849 3.196 1.436 -0.4324
N -0.305 2.128 0.903 -0.6126
C 0.139 1.121 1.699 0.6785
C 0.734 -0.022 1.033 0.1316
O 0.910 -0.051 -0.237 -1.1503
H 1.226 -1.898 3.852 0.4483
H -0.644 2.457 4.727 0.3966
H -1.406 4.270 3.218 0.3915
H -1.215 3.950 0.749 0.4360
O -3.602 0.442 -1.399 -0.6545
C -2.441 0.418 -1.776 0.4899
O -1.735 1.457 -2.096 -0.9484
C -1.794 -0.955 -1.956 0.2490
C -2.245 -2.004 -1.162 -0.5697
C -1.732 -3.275 -1.323 -0.4492
C -0.765 -3.489 -2.296 0.0661
C -0.293 -2.453 -3.088 -0.4547
C -0.814 -1.185 -2.916 -0.3277
N -0.243 -4.834 -2.493 0.9840
O -0.610 -5.712 -1.730 -0.6171
O 0.537 -5.020 -3.412 -0.6198
H -3.007 -1.799 -0.423 0.4669
H -2.053 -4.107 -0.715 0.4624
H 0.482 -2.660 -3.812 0.4752
H -0.476 -0.370 -3.544 0.5345
N 5.966 3.264 -0.596 -0.5282
C 4.942 3.420 -1.117 0.4749
N 3.826 3.701 -1.730 -0.6221
C 2.708 3.142 -1.847 0.7121
N 1.620 2.751 -2.073 -0.6071
```

Net charge = -1
DFT total energy = -66094.400 eV
Highest occupied orbital energy = -5.5 eV
F_max = 0.0273 hartree/bohr
ΔE to the lowest compared entry with this formula, charge and spin = 26.08 kJ/mol
Frontier orbital gap = 7.0994 eV